# C3H4N2O

C3H4N2O in the gas phase in a non-equilibrium geometry (ωB97M-V/def2-TZVPD, the Open Molecules 2025 dataset).

Last column: natural (NBO) charge in e.
Element x y z (Å)
N: -0.46 -1.33 -0.29  -0.78
C: 0.82 0.60 -0.93  0.24
N: 1.04 1.14 -1.93  -0.29
O: -0.93 1.89 0.62  -0.47
C: -0.52 0.86 1.06  0.44
C: 0.28 -0.16 0.21  -0.25
H: 0.24 -2.00 -0.60  0.37
H: -0.95 -1.06 -1.15  0.37
H: -0.60 0.63 2.14  0.13
H: 1.06 -0.56 0.87  0.24

- E_HOMO (eV) = -10.5
- energy relative to the best compared isomer or geometry (same formula, charge and spin) (eV) = 1.6810
- F_max (eV/A) = 1.2
- total charge = 0